Molecular formula: C3H9O3
Method: DFT, the ωB97M-V functional and the def2-TZVPD basis

XYZ file:
```
15
Properties=species:S:1:pos:R:3:forces:R:3:mulliken_charge:R:1
O 1.23944 0.43885 0.40522 0.3 0.1 -0.1 -0.924
O -2.82788 0.20755 1.31972 0.4 -0.4 -0.8 -0.548
O 3.56517 0.69884 -0.82153 0.7 0.2 -0.4 -0.715
C 0.56557 -0.34807 -0.42600 -0.9 -1.6 -1.5 -0.394
C -1.40593 0.32698 0.91388 -1.6 0.7 -0.4 -0.278
C -0.89322 -0.77992 0.02345 1.0 0.0 1.8 -0.572
H -1.28993 1.23508 0.31077 -0.1 0.3 0.4 0.222
H -3.24810 -0.28595 0.60488 -0.1 0.1 0.2 0.292
H -0.80795 -1.67813 0.64325 -0.2 -0.3 -0.2 0.231
H 1.05367 -1.33198 -0.71356 0.1 0.2 0.5 0.232
H -0.95629 0.46238 1.88573 0.8 -0.2 -0.3 0.220
H -1.55710 -0.96356 -0.82532 0.0 0.0 -0.1 0.391
H 3.52790 1.38870 -1.50084 -0.3 -0.4 0.5 0.256
H 0.35310 -0.00915 -1.47874 0.3 0.9 0.1 0.139
H 2.68153 0.63839 -0.34089 -0.5 0.2 0.1 0.447
```
Positions in Å, forces in eV/Å.

Output
lowest unoccupied orbital energy = 3.793 eV
maximum force = 2.36 eV/A
energy relative to the best compared isomer or geometry (same formula, charge and spin) = 52.4 kJ/mol
total charge = -1